C22H42GaNP3S | ωB97M-V with the def2-TZVPD basis set

The value obtained for the energy relative to the best compared isomer or geometry (same formula, charge and spin) is 3.744 eV. The largest force on an atom is 3.74 eV/A. Its spin multiplicity is 1. The calculation puts the HOMO-LUMO gap (spin up / spin down) at 7.21 / 4.47 eV. As for the total charge: +3.

Each line ends with the Mulliken charge.
Atoms and positions in Å:
Ga (1.68271, -0.59183, -0.32617)  0.312
P (3.19737, 0.89109, 0.89403)  0.983
P (-0.48645, -0.48418, 0.86526)  0.582
P (-1.73164, 2.10077, -3.60584)  0.852
H (1.13372, -1.80984, -2.56535)  -0.211
C (1.50270, -0.77210, -2.57106)  -1.728
C (0.98936, 0.31278, -1.82885)  1.387
H (1.54095, 1.25728, -1.97331)  0.366
C (4.68302, 0.15461, 1.65680)  -1.483
C (2.36926, 1.78568, 2.26922)  -1.184
C (3.83639, 2.23954, -0.16877)  -1.318
C (-1.71492, -1.37262, -0.15230)  -0.811
C (-0.51362, -1.29228, 2.48297)  -1.266
C (-1.19301, 1.17496, 1.05817)  -0.580
C (-2.13776, 3.18125, -5.02734)  -1.142
C (-0.65456, 3.15648, -2.55589)  -1.092
C (-3.30712, 1.91896, -2.69690)  -1.159
H (1.97003, -0.51998, -3.53438)  0.441
H (-0.09514, 0.43392, -1.68674)  -0.167
H (5.07712, -0.62137, 0.98652)  0.445
H (4.42880, -0.30444, 2.62263)  0.443
H (5.46024, 0.91761, 1.81335)  0.489
H (1.74571, 1.08418, 2.84319)  0.285
H (1.73606, 2.59064, 1.86694)  0.334
H (3.12181, 2.22725, 2.94285)  0.476
H (4.16849, 1.81387, -1.12620)  0.396
H (4.69023, 2.73564, 0.31880)  0.487
H (3.04310, 2.97924, -0.35294)  0.363
H (-2.62273, -1.47259, 0.46123)  0.574
H (-1.35043, -2.37162, -0.43181)  0.100
H (-1.94831, -0.80958, -1.06889)  0.056
H (-1.49322, -1.08818, 2.93735)  0.527
H (0.28332, -0.89361, 3.12539)  0.315
H (-0.37658, -2.37561, 2.36180)  0.313
H (-1.87526, 1.15204, 1.91809)  0.529
H (-1.75815, 1.44458, 0.15418)  -0.074
H (-0.40340, 1.91630, 1.24010)  0.182
H (-3.21610, 3.40131, -5.03658)  0.378
H (-1.87098, 2.61703, -5.93452)  0.376
H (-1.54784, 4.10972, -4.98533)  0.416
H (-0.75079, 4.20548, -2.88322)  0.491
H (0.39044, 2.83094, -2.68972)  0.208
H (-0.93234, 3.05112, -1.49385)  0.297
H (-4.09328, 2.46081, -3.24156)  0.474
H (-3.22132, 2.29435, -1.66609)  0.319
H (-3.56342, 0.84788, -2.67734)  0.304
C (-1.20900, -2.10798, -4.15912)  0.645
C (-2.57329, -2.17320, -3.80756)  -0.400
C (-3.07443, -3.34962, -3.24201)  -0.612
C (-2.23910, -4.44834, -2.99309)  -0.618
C (-0.87962, -4.35417, -3.31300)  -0.427
C (-0.36503, -3.20086, -3.88566)  -0.781
S (-0.45658, -0.69520, -4.84878)  0.066
H (-1.29309, 0.26154, -4.33087)  -0.218
H (-3.21356, -1.31155, -4.02604)  0.550
H (-4.13525, -3.41095, -2.99440)  0.460
H (-2.63757, -5.35391, -2.52682)  0.446
H (-0.18460, -5.16075, -3.10552)  0.583
H (0.69195, -3.14249, -4.15003)  0.599
C (1.64513, -5.08826, 1.61748)  -0.522
C (2.58644, -4.14952, 2.06463)  -0.643
C (2.73432, -2.93703, 1.40006)  -0.068
N (1.96180, -2.63317, 0.32593)  0.271
C (1.07435, -3.54592, -0.15710)  0.448
C (0.89731, -4.77478, 0.47714)  -0.679
H (1.51132, -6.03494, 2.14864)  0.465
H (3.21978, -4.31834, 2.93191)  0.473
H (3.47718, -2.19546, 1.73094)  0.132
H (0.49387, -3.28583, -1.04926)  0.030
H (0.15606, -5.44128, 0.04249)  0.515

Cartesian forces (eV/Å) of the 6 atoms listed first:
Ga 0.548 -0.929 3.577
P 0.677 0.731 0.584
P 0.328 -0.579 -0.110
P -0.185 0.898 0.540
H -0.129 0.729 0.355
C -0.187 -0.823 -2.955